2 unconnected molecules or ions with the total composition C2ClF3O2S2 in a non-equilibrium geometry. Source: the Open Molecules 2025 dataset; level of theory: ωB97M-V with the def2-TZVPD basis set.

Properties
- ΔE to the lowest compared entry with this formula, charge and spin: 0.0 kcal per mole
- E_tot: -1782.7211 a.u.
- 2S+1: 3
- Expectation value of S²: 2.007
- F_max: 4.7 eV/Å
- Gap between HOMO and LUMO (alpha / beta): 7.68 / 6.68 eV
- E_LUMO (alpha / beta): -0.16 / -3.97 eV

XYZ file:
```
10
Properties=species:S:1:pos:R:3:forces:R:3:mulliken_spin:R:1
Cl 0.867 -0.080 -3.328 -0.17 0.04 -0.86 0.1348
S -0.487 0.009 -1.676 1.52 2.24 -0.44 0.1111
S 1.776 1.168 -0.066 3.01 -0.41 1.98 1.2117
F 0.487 -1.293 2.469 0.97 0.47 -0.02 0.0014
F 0.042 2.518 -1.415 -0.02 1.03 -0.24 0.0619
F -1.471 -1.879 2.229 -0.71 0.45 -0.37 0.0003
O -0.927 0.225 1.686 -0.30 0.56 -0.25 0.0059
O -0.102 -1.185 -1.004 -0.14 -1.90 1.51 0.0120
C 0.484 1.361 -0.958 -4.15 -0.98 -1.91 0.4659
C -0.670 -0.844 2.064 0.00 -1.50 0.60 -0.0050
```
Forces are in eV/Å.

A molecular structure, C3H3ClNO in a non-equilibrium geometry. Source: the Open Molecules 2025 dataset; level of theory: ωB97M-V with the def2-TZVPD basis set.

Properties
- ΔE to the lowest compared entry with this formula, charge and spin: 150.5 kcal per mole
- Total charge: +1
- E_tot: -705.6924 a.u.
- F_max: 9.4 eV/Å
- Gap between HOMO and LUMO (alpha / beta): 6.86 / 6.85 eV
- E_LUMO (alpha / beta): -9.27 / -9.27 eV

XYZ file:
```
9
Properties=species:S:1:pos:R:3:forces:R:3:mulliken_charge:R:1
Cl -1.698 1.508 -0.120 1.02 -0.82 0.69 -0.0179
O -1.626 -1.943 -0.023 6.08 5.07 0.88 -0.1585
N -0.341 -0.807 0.126 -6.05 -6.61 -2.94 0.1710
C 0.727 -0.632 -0.709 0.34 -0.96 -0.20 -0.1199
C 0.994 0.599 -0.152 -1.64 2.24 1.88 -0.0494
C -0.443 0.513 0.667 1.53 1.83 0.21 0.0446
H -0.457 0.571 1.789 -0.07 -0.02 -1.21 0.3513
H 1.170 -1.314 -1.504 -0.75 0.85 1.38 0.3857
H 1.674 1.505 -0.073 -0.46 -1.59 -0.70 0.3929
```
Forces are in eV/Å.

A molecular structure, C4H5N3O in a non-equilibrium geometry. Source: the Open Molecules 2025 dataset; level of theory: ωB97M-V with the def2-TZVPD basis set.

Properties
- ΔE to the lowest compared entry with this formula, charge and spin: 58.1 kcal per mole
- E_tot: -394.8750 a.u.
- F_max: 8.7 eV/Å
- Gap between HOMO and LUMO: 9.34 eV
- E_LUMO: 0.65 eV

XYZ file:
```
13
Properties=species:S:1:pos:R:3:forces:R:3:mulliken_charge:R:1
O 2.659 0.017 -0.149 0.98 -2.20 0.63 -0.4271
N 0.335 0.034 0.230 4.28 -1.75 1.05 0.1088
N -1.192 1.810 0.194 0.30 0.42 0.29 -0.5089
N -1.743 -0.411 -0.476 1.63 1.25 2.26 -0.5969
C -1.053 -1.521 0.003 -6.60 -4.71 -3.22 -0.0446
C -0.869 0.501 -0.077 -2.89 1.39 -1.41 0.4729
C 0.167 -1.387 0.366 3.75 0.15 1.05 -0.6314
C 1.607 0.547 -0.174 -1.21 2.49 -0.26 0.0033
H -0.933 2.027 1.232 -1.42 -0.02 -2.87 0.2837
H 0.950 -2.139 0.622 -0.77 1.28 -0.22 0.3347
H -2.112 1.982 -0.299 1.29 0.36 1.89 0.3122
H 1.659 1.576 -0.570 -1.30 0.12 0.18 0.3603
H -1.739 -2.448 -0.138 1.97 1.22 0.65 0.3329
```
Forces are in eV/Å.

A molecular structure, C59H43Cl5LaN7OP2Se in a non-equilibrium geometry. Source: the Open Molecules 2025 dataset; level of theory: ωB97M-V with the def2-TZVPD basis set.

Properties
- Total charge: +2
- E_tot: -8148.9966 a.u.
- F_max: 1.8 eV/Å
- Gap between HOMO and LUMO: 6.35 eV
- E_LUMO: -5.91 eV

XYZ file:
```
119
Properties=species:S:1:pos:R:3:forces:R:3:mulliken_charge:R:1
La -1.001 0.566 0.919 0.41 0.10 -1.09 3.1021
Se -3.296 -2.749 2.531 -0.07 -0.29 0.12 0.5961
Cl -1.252 0.611 6.852 -0.04 -0.11 -0.01 -0.1758
Cl -3.669 4.824 4.480 0.04 0.03 -0.03 -0.1709
Cl -0.897 -0.677 3.964 0.33 -0.63 0.53 -0.1861
Cl -2.764 3.341 7.078 0.04 -0.06 -0.12 -0.1663
Cl -2.809 3.640 1.677 -0.43 0.76 -0.18 -0.1683
P 2.033 0.251 -0.414 0.90 -0.08 -1.03 1.5238
P -0.355 -2.386 -0.119 0.28 -1.35 -0.10 1.9479
O -2.122 -0.462 -3.029 0.18 0.02 0.83 -0.2206
N -1.772 2.444 -0.867 0.26 0.09 0.00 1.4406
N 0.313 2.969 0.839 -0.12 -0.30 0.01 1.5903
N 1.954 -2.250 -1.660 -0.17 0.12 -0.28 1.4808
N -2.866 -1.250 1.729 0.12 0.78 -0.34 -0.2235
N -3.958 0.609 0.856 0.08 0.48 -0.29 0.4207
N 1.341 0.909 2.348 -0.41 0.32 0.38 1.7099
N -4.995 -2.469 2.377 -0.96 0.00 0.09 -0.8929
C 2.877 -1.262 -1.170 0.08 0.20 0.45 -1.7435
C -1.525 0.924 4.171 -0.28 0.78 -0.40 1.3289
C 3.795 2.337 0.234 0.01 -0.12 -0.06 -0.5109
C -0.309 -3.577 2.385 0.05 -0.13 -0.20 -0.2055
C -1.778 -5.819 1.702 0.03 -0.04 -0.08 -0.7610
C -1.786 1.598 2.984 -0.49 0.42 1.67 -1.8836
C -6.428 -0.692 1.450 -0.20 0.57 -0.19 -0.7890
C -1.897 -0.516 -1.918 -0.36 0.93 -1.25 -0.0503
C -1.144 3.625 -0.986 -0.27 0.14 -0.42 0.8794
C -1.850 -3.596 -3.778 -0.13 -0.03 -0.07 -0.5845
C -2.786 3.357 4.373 0.03 0.02 0.01 -0.0371
C -2.429 2.822 3.140 0.32 -0.67 0.33 1.3405
C 5.563 0.760 1.655 0.07 0.00 0.09 -0.8129
C 4.933 2.899 0.784 0.05 0.01 -0.03 -0.8887
C 2.414 2.436 3.837 -0.18 -0.05 -0.19 -1.1801
C 3.030 -4.719 -4.240 -0.02 -0.02 -0.10 -0.9164
C -1.762 1.440 5.439 -0.01 0.09 0.08 -0.2131
C 1.915 4.464 1.796 -0.24 -0.14 -0.11 -0.9486
C -0.965 -3.285 -2.761 0.02 0.04 0.36 -0.4672
C 0.643 5.138 -0.099 -0.01 -0.26 0.09 -1.0145
C -2.736 4.355 -2.642 -0.01 -0.27 0.12 -1.2852
C -3.994 -0.598 1.440 -0.09 -1.00 0.35 -0.1809
C -1.485 -4.871 0.733 0.23 -0.02 0.01 -0.7464
C 2.882 2.329 -3.880 0.16 -0.05 0.02 -1.1355
C -0.585 -4.537 3.343 0.07 -0.10 0.07 -0.5727
C -2.868 2.233 -1.591 -0.30 0.00 -0.16 -0.8532
C 1.250 3.235 1.758 0.06 0.59 -0.04 -0.0238
C -1.335 -5.653 3.005 0.02 0.04 0.01 -0.8206
C 4.409 0.206 1.130 -0.02 -0.07 -0.14 -0.6815
C 2.665 -2.589 -5.267 0.04 0.02 -0.01 -0.9691
C -6.370 0.553 0.878 -0.39 -0.59 0.31 -1.2123
C 2.691 0.090 4.148 -0.08 0.16 -0.05 -1.3217
C -5.200 -1.295 1.788 0.71 -0.18 0.01 0.7804
C 2.326 -2.850 -2.896 0.15 -0.13 -0.31 -0.6269
C 1.879 -0.090 3.041 0.22 0.00 0.07 -0.3819
C 1.613 5.420 0.847 -0.09 -0.24 0.09 -1.8581
C 2.695 -4.188 -3.006 -0.03 0.16 0.18 0.2315
C 2.920 1.387 4.584 -0.08 -0.15 -0.28 -1.2136
C -0.757 -3.730 1.073 -0.01 0.23 -0.11 0.1907
C -1.598 4.590 -1.890 0.03 -0.15 0.19 -0.9094
C 0.512 1.983 -3.766 -0.11 0.04 -0.18 -0.4576
C -2.830 -2.821 -1.315 0.08 -0.37 0.12 0.0501
C 1.652 2.166 2.697 0.24 -0.29 0.34 0.5456
C -5.127 1.166 0.625 0.71 0.02 -0.07 -0.1743
C 2.318 -2.053 -4.040 0.04 -0.06 0.09 0.1163
C 3.014 -3.926 -5.373 -0.01 -0.10 -0.04 -0.6195
C 5.843 2.103 1.461 -0.02 0.00 0.04 -0.9309
C 3.047 1.692 -2.664 -0.04 0.02 -0.04 -0.5233
C -0.012 3.905 -0.067 0.40 0.41 0.13 0.0393
C -3.218 -3.542 -3.567 0.06 0.04 -0.02 -0.9432
C -3.399 3.150 -2.479 0.16 0.07 0.08 -1.5203
C 1.328 -3.055 -0.651 -0.43 0.10 0.19 -2.1271
C 1.937 1.208 -1.976 -0.19 -0.05 0.20 0.8709
C -1.440 -2.879 -1.516 0.01 -0.35 0.11 -0.4242
C -2.410 2.675 5.536 -0.01 -0.03 0.00 0.6057
C 1.619 2.478 -4.435 -0.07 -0.04 0.02 -1.0601
C 3.536 0.974 0.361 -0.28 0.08 0.12 0.6013
C -3.708 -3.170 -2.324 0.01 0.01 0.13 -0.6325
C 0.679 1.357 -2.544 0.13 -0.17 0.29 0.7285
H 3.122 -0.751 4.664 -0.01 -0.16 0.03 0.6785
H 3.542 -1.697 -0.411 0.01 0.01 -0.08 0.4897
H -1.465 -3.894 -4.739 0.06 -0.04 -0.15 0.4966
H -0.213 -4.419 4.347 0.02 0.03 0.17 0.5127
H 2.611 3.448 4.149 -0.02 0.09 -0.02 0.5886
H 4.217 -0.843 1.312 -0.02 -0.05 -0.02 0.3505
H 0.274 -2.706 2.649 0.07 0.08 0.07 0.2551
H 2.035 -1.013 -3.962 -0.08 0.13 0.04 0.3334
H 2.129 6.368 0.852 0.00 0.07 -0.06 0.4831
H 3.749 2.697 -4.405 0.10 0.07 -0.09 0.4867
H 2.656 -1.962 -6.146 -0.01 0.06 -0.07 0.4760
H 4.037 1.577 -2.245 0.07 -0.01 -0.05 0.5831
H -5.092 2.158 0.196 -0.08 0.13 -0.08 0.4829
H 6.245 0.135 2.217 0.04 0.00 -0.01 0.4750
H 6.768 2.518 1.829 0.05 0.09 0.11 0.4483
H 3.113 2.956 -0.330 -0.02 0.11 -0.07 0.5672
H -3.220 -2.526 -0.348 0.00 -0.01 -0.08 0.2607
H -3.900 -3.793 -4.363 -0.09 -0.05 -0.11 0.3915
H 3.514 1.583 5.465 0.01 -0.01 0.05 0.5584
H -4.306 2.928 -3.016 -0.10 -0.07 -0.09 0.5918
H -7.360 -1.196 1.642 -0.15 -0.06 0.07 0.5353
H -1.102 5.538 -1.997 0.10 0.05 0.03 0.5381
H -2.338 -6.700 1.429 -0.06 -0.08 0.00 0.4884
H 1.146 -4.074 -1.005 0.05 0.14 0.10 0.7298
H -7.274 1.079 0.611 -0.05 0.05 0.00 0.4695
H -4.772 -3.151 -2.144 -0.09 0.02 0.02 0.5199
H 0.091 -3.338 -2.964 0.05 -0.02 -0.02 0.1602
H 3.270 -4.348 -6.332 0.05 -0.02 -0.09 0.4347
H -1.804 -5.038 -0.288 -0.06 0.05 0.05 0.5033
H 2.686 4.654 2.521 0.05 -0.01 0.07 0.5110
H -0.473 2.074 -4.199 -0.11 0.01 -0.05 0.5268
H -0.174 0.953 -2.010 0.12 0.18 -0.19 -0.8515
H -1.556 -6.401 3.749 -0.04 -0.09 0.11 0.4288
H 1.932 -3.110 0.267 -0.02 -0.14 -0.07 0.3940
H 2.741 -4.821 -2.132 0.00 -0.05 0.10 0.4533
H 0.413 5.886 -0.837 -0.09 0.03 -0.10 0.5811
H -3.112 5.096 -3.330 0.03 0.11 -0.05 0.5322
H 5.114 3.956 0.660 0.09 0.10 -0.04 0.5342
H 3.315 -5.758 -4.307 0.03 -0.10 -0.03 0.4409
H -3.366 1.284 -1.435 0.02 0.17 -0.04 0.5489
H 1.665 -1.083 2.658 0.04 -0.03 0.14 -0.0229
H 1.504 2.963 -5.391 -0.02 0.07 -0.10 0.4694
H 3.497 -0.901 -1.997 -0.10 -0.05 0.24 0.8604
```
Forces are in eV/Å.

A molecular structure, C12H27I2InNO4 in a non-equilibrium geometry. Source: the Open Molecules 2025 dataset; level of theory: ωB97M-V with the def2-TZVPD basis set.

Properties
- Total charge: -1
- E_tot: -1614.7066 a.u.
- F_max: 3.2 eV/Å
- Gap between HOMO and LUMO: 7.87 eV
- E_LUMO: 2.38 eV

XYZ file:
```
47
Properties=species:S:1:pos:R:3:forces:R:3:mulliken_charge:R:1
I 5.830 6.186 2.973 0.18 0.38 -0.32 -0.1433
I 4.378 3.832 -2.179 -0.12 -0.13 0.34 -0.4810
In 3.414 3.728 0.489 -0.31 0.57 0.35 0.9991
O -2.647 -1.526 0.813 -0.23 -0.27 -0.09 -0.3866
O -2.159 -4.163 -2.851 0.31 0.04 -0.10 -0.3422
O 4.966 3.671 4.116 -0.71 -0.49 3.03 -0.4677
O 1.931 2.256 0.723 0.28 0.71 0.18 -0.7813
N -0.838 -3.877 -0.192 -0.18 -0.15 0.07 -0.3067
C 5.162 3.274 1.823 0.57 0.67 -0.07 -0.8959
C -2.440 -2.764 1.467 0.15 0.05 0.35 -0.4706
C -1.085 -3.409 1.171 0.17 0.18 -0.18 -0.7422
C -3.159 -1.627 -0.504 0.17 0.33 0.06 -0.5574
C 5.223 4.090 3.068 0.09 -0.96 -2.68 0.3376
C -1.707 -4.970 -0.613 0.14 0.34 -0.13 -0.1912
C -0.468 1.964 0.260 -0.74 0.79 0.36 -0.0822
C 2.445 5.704 0.839 -0.16 -0.13 -0.76 -1.3312
C 0.695 2.919 0.628 -0.05 -0.79 -0.94 -0.2805
C -1.212 -3.395 -3.574 -0.19 0.03 0.06 -0.7167
C -1.619 2.888 -0.262 1.22 -0.33 0.19 -1.1013
C -1.579 -5.227 -2.103 -0.40 -0.22 0.15 -0.7989
H 1.826 5.894 -0.056 0.15 -0.13 0.26 0.3086
H 0.730 3.652 -0.211 -0.15 -0.02 0.35 0.1485
H -0.574 -2.813 -2.901 0.14 -0.03 -0.08 0.3094
H -3.745 -0.730 -0.709 0.01 0.01 0.09 0.3041
H -2.145 -6.131 -2.350 0.03 -0.02 0.00 0.3834
H -0.312 -2.670 1.392 -0.06 0.01 0.08 0.3851
H -2.459 -2.539 2.538 0.02 0.03 -0.02 0.3525
H -2.588 2.378 -0.296 0.12 0.28 -0.10 0.3106
H -0.536 -5.402 -2.386 0.02 0.16 0.03 0.4043
H 6.077 3.455 1.244 -0.36 -0.09 -0.08 0.3337
H -0.592 -4.033 -4.210 0.07 0.04 0.03 0.3363
H -0.168 1.219 -0.489 0.09 0.27 0.14 0.2326
H -1.433 -5.877 -0.066 0.00 0.01 0.02 0.3831
H -0.853 1.425 1.140 0.36 0.01 -0.16 0.2025
H -0.930 -4.244 1.863 -0.06 -0.03 -0.03 0.4107
H 3.166 6.532 0.869 -0.12 -0.32 0.28 0.3539
H -1.625 3.761 0.410 -0.49 -0.25 -0.15 0.2805
H 1.759 5.721 1.697 0.38 0.01 -0.05 0.2998
H 0.412 3.489 1.538 0.13 -0.20 -0.15 0.1600
H -0.964 -3.096 -0.823 0.06 -0.02 0.01 0.0378
H -3.806 -2.500 -0.633 0.08 -0.06 0.00 0.3306
H -1.762 -2.701 -4.209 -0.05 -0.04 0.04 0.2383
H -2.342 -1.652 -1.230 -0.12 -0.13 -0.14 0.1186
H 5.075 2.230 2.147 0.12 0.25 -0.11 0.2969
H -1.297 3.274 -1.240 -0.49 -0.15 0.08 0.2968
H -3.281 -3.445 1.287 0.01 0.00 -0.17 0.3391
H -2.763 -4.749 -0.404 -0.08 -0.20 -0.04 0.1828
```
Forces are in eV/Å.

C3H4INO in the gas phase in a non-equilibrium geometry. Source: the Open Molecules 2025 dataset; level of theory: ωB97M-V with the def2-TZVPD basis set.

Properties
- ΔE to the lowest compared entry with this formula, charge and spin: 23.3 kcal per mole
- Structure (SMILES): C/C=N/C(=O)I
- E_tot: -544.3458 a.u.
- F_max: 5.0 eV/Å
- Gap between HOMO and LUMO: 9.76 eV
- E_LUMO: 0.17 eV

XYZ file:
```
10
Properties=species:S:1:pos:R:3:forces:R:3:mulliken_charge:R:1
I 2.270 1.956 -1.742 -0.25 -0.26 0.13 0.0124
O 1.273 2.635 0.913 -0.26 0.20 0.93 -0.3656
N 0.626 0.357 0.270 3.26 1.93 0.24 -0.3669
C -0.828 -1.583 0.132 -1.05 1.04 -3.34 -0.9257
C 1.210 1.775 0.128 -1.72 -3.28 -0.77 0.2843
C -0.516 -0.138 0.179 -2.59 3.95 -1.74 0.2407
H -0.859 -1.898 -1.053 -0.30 0.72 3.07 0.2438
H -1.398 0.654 -0.053 1.41 -1.98 0.54 0.2724
H -0.021 -2.044 0.560 1.82 -1.72 1.12 0.3028
H -1.756 -1.715 0.666 -0.31 -0.61 -0.19 0.3019
```
Forces are in eV/Å.